Entry 1:
{"formula": "C40H99BN9O17", "method": "ωB97M-V/def2-TZVPD", "total_charge": -1, "molar_mass_g_mol": 989.09, "orbital_gap_ha": 0.3149, "e_lumo_ev": 2.3, "homo_energy_ev": -6.3, "de_lowest_ev": 3.497, "elements": ["H", "H", "H", "C", "O", "C", "H", "H", "C", "C", "H", "H", "H", "H", "H", "C", "C", "H", "H", "H", "C", "H", "H", "O", "O", "H", "O", "H", "H", "H", "H", "H", "H", "O", "H", "H", "H", "H", "N", "H", "C", "H", "H", "C", "H", "N", "H", "O", "H", "H", "O", "C", "H", "C", "B", "H", "N", "C", "C", "H", "H", "H", "O", "C", "H", "H", "N", "C", "H", "H", "H", "O", "C", "C", "H", "H", "H", "H", "H", "H", "H", "H", "H", "H", "O", "O", "H", "H", "C", "H", "N", "H", "H", "C", "C", "N", "C", "H", "H", "H", "C", "C", "H", "C", "H", "H", "C", "H", "H", "C", "H", "H", "H", "O", "H", "C", "H", "C", "H", "C", "C", "H", "O", "H", "H", "C", "C", "O", "H", "H", "H", "N", "H", "H", "H", "N", "H", "H", "O", "C", "C", "C", "H", "H", "H", "C", "C", "O", "H", "C", "H", "H", "H", "H", "H", "C", "H", "H", "O", "C", "H", "N", "H", "H", "H", "H"], "positions_angstrom": [[-6.0242, 4.7572, -0.1216], [-3.9945, 3.3148, 0.2802], [8.1370, 4.2117, -3.1192], [4.2260, -0.2700, 0.0535], [-0.8803, 2.1497, 0.6168], [-1.1860, -3.3739, -0.8335], [-8.3264, 0.7673, -1.9041], [8.5164, -1.8962, -1.5384], [4.4024, -3.4318, 4.3315], [-6.2821, -4.9077, 3.0221], [-6.0672, -7.1774, 1.7273], [3.2231, 3.1395, -0.4667], [1.0283, -1.8953, -1.4390], [6.8187, -0.9871, 0.7869], [1.9476, -2.4294, 4.0112], [0.2724, -4.9268, -2.2239], [0.3368, 4.4701, 3.5457], [-5.7225, 7.1593, -0.1281], [-0.3560, 2.0093, 3.9726], [-7.7255, -5.6633, -0.0821], [5.1732, -0.5536, -4.0284], [8.1038, 2.4593, -3.5517], [5.5656, 2.5683, -3.7996], [1.3266, 2.8103, 0.1331], [5.4649, 0.2795, -0.2304], [2.6986, -1.4146, -3.2335], [-1.6917, 0.2010, 1.8429], [9.6872, -0.7009, -1.8630], [-2.8714, -2.9161, 1.2866], [1.1501, 0.6416, 2.2283], [3.5904, 0.5774, 0.3106], [4.5098, 1.5992, -1.9501], [1.6405, 2.9255, 2.3517], [2.4632, -0.5750, 3.1741], [3.7488, -0.9853, -0.6164], [-0.4540, 4.6805, 4.2658], [-6.5860, 2.5570, -2.7564], [0.5722, -1.0510, 2.2434], [8.1546, 1.0934, 0.0560], [-0.6416, -5.4374, -2.5272], [-7.5045, 0.2288, -1.4322], [-0.0991, 2.7478, 5.5198], [-7.8409, -1.5339, -2.4812], [2.7198, -1.9266, 3.4289], [-5.8781, -4.3745, 1.0251], [1.2058, -2.8342, -1.1118], [8.9366, 1.5124, -0.4268], [-3.0849, 0.9982, 0.1564], [2.6667, -2.5315, 2.5237], [-7.3982, -1.7539, 3.2638], [1.2918, 0.2216, -1.2654], [-5.3503, 5.3190, -0.7684], [-5.7826, -6.7397, 0.2868], [1.3023, 3.4932, 4.1820], [-1.6383, 0.8499, 0.4587], [-7.4598, 6.2055, -2.3440], [3.2952, -1.9356, -3.8601], [0.4017, 0.1744, 5.7840], [4.1562, -1.2504, -4.8525], [-8.4996, -4.5390, 1.1178], [-0.2205, 0.5014, 6.6172], [3.0787, -0.9745, -6.6351], [-7.0435, -3.7720, 3.3641], [-2.9407, -0.1447, 2.1725], [-7.3888, -2.5288, 1.7596], [-9.7565, -1.6474, -1.1956], [-4.7015, 7.3172, -1.9425], [0.4247, 2.2984, 4.6762], [8.5223, 0.7164, 0.9179], [4.6467, -3.8781, 3.3676], [-6.2908, 2.4532, -1.0473], [-5.0232, 0.1208, 1.0687], [-7.1422, 6.9653, -1.6299], [6.9789, -2.2902, -4.5184], [7.4358, 0.4098, -1.7872], [-0.0952, -2.8492, -2.6518], [-4.9668, 2.2947, -2.2026], [0.9659, -2.8216, -0.1308], [-1.8034, -4.2627, -0.9634], [0.8023, 5.4148, 3.2643], [5.3474, -3.6485, 4.8298], [-7.8449, 6.9568, -0.7967], [4.8780, -1.7060, 3.2888], [-8.3338, -6.2898, 1.3923], [-0.9328, -3.2097, 0.5176], [-4.0690, 5.3343, -0.0964], [2.2392, -0.1639, -5.2245], [-3.8822, 7.2634, -1.3543], [-5.7191, 6.7409, -1.1346], [-6.3065, -1.9198, -0.0940], [4.2577, -1.2125, 5.2171], [3.5835, -3.9242, 4.8559], [3.9411, -1.7203, 6.0307], [7.7702, -0.0363, -0.8505], [0.3618, 0.6475, -0.6330], [-6.3977, -1.9412, -1.0996], [-3.3774, 4.1340, -0.0888], [7.6331, -2.9893, -3.9975], [9.5174, -1.2970, -0.2145], [2.8196, 3.8901, -3.0437], [4.3289, 2.6675, -2.0684], [0.3492, 2.0488, 0.1538], [4.1618, 4.3014, -0.8809], [3.1848, -0.4315, -5.6960], [0.6195, -5.5170, -1.3758], [2.1689, 2.2935, -2.5664], [-6.0037, 2.0219, -2.0063], [-0.1967, 4.0408, 2.6977], [2.8848, 3.6917, 2.7370], [8.0445, 3.1916, -2.7465], [-5.1616, 4.6716, -1.6248], [5.2660, -1.1965, 5.2718], [6.4392, -2.9642, -5.1836], [6.1816, -1.5494, -3.6458], [7.7503, -1.7329, -5.0500], [-7.8562, -5.4061, 0.9691], [-7.3165, 7.9759, -1.9993], [5.5680, 3.1388, -2.8708], [-5.8254, -2.2992, 2.6441], [-7.6813, -1.2386, -1.4441], [0.0398, -3.4453, -1.7493], [0.9452, -5.1034, -3.0631], [-6.4070, 0.6754, -2.2200], [4.3717, -0.9488, 0.8938], [-1.7107, -3.1478, 2.4758], [1.4504, -0.4061, 2.2148], [3.0455, 2.8299, -2.9300], [-0.7388, 0.0554, -0.4160], [1.8889, -0.5831, 1.2327], [3.7827, 0.4251, -6.0070], [8.8804, 3.0552, -2.0603], [2.2580, 3.0135, 3.1461], [-0.2717, -0.3298, 5.0909], [-2.2921, -4.4651, 1.5580], [-2.5032, 4.2362, 0.5542], [4.1635, 3.2946, -0.8009], [-8.6461, -2.8725, -0.3911], [-5.2524, -4.6293, 3.2468], [1.1484, 1.1979, 5.1060], [-8.8608, -1.8245, -0.6002], [6.5455, -0.6970, -0.2276], [-6.4325, -5.1682, 1.5259], [5.4872, 4.1859, -3.1628], [1.1456, -0.6098, 5.9241], [5.8018, 0.1227, -4.6078], [-1.9310, -3.4424, 1.4497], [8.9633, -1.0013, -1.1054], [6.7627, 2.9175, -2.0473], [-6.4992, -5.7317, 3.7019], [4.1245, -2.0410, 4.0016], [-2.9874, 3.9058, -1.0807], [-5.5920, -1.4055, -1.3896], [1.8507, 3.9670, 4.9962], [4.5972, -1.9896, -5.5213], [-7.2337, 0.5356, -0.4219], [-6.8832, -2.5493, 2.7250], [4.8417, -0.0719, -3.1086], [3.9270, -2.4804, -3.2908], [-3.2564, -0.7341, 3.1860], [-3.8918, 0.3644, 1.0564], [6.1804, -1.6039, -0.7098], [-5.6837, -6.3875, 1.2282], [-1.7613, -2.5603, -1.2754], [3.1684, 2.4171, -3.9313], [-4.9769, 8.2883, -1.9090], [-8.8205, -1.3083, 0.3590]]}


Entry 2:
{"formula": "C25H45BiNP2S", "method": "ωB97M-V/def2-TZVPD", "total_charge": 1, "molar_mass_g_mol": 662.64, "orbital_gap_ha": [0.1531, 0.1137], "e_lumo_ev": [-5.6, -6.3], "homo_energy_ev": [-9.7, -9.4], "de_lowest_ev": 0.006, "elements": ["H", "P", "H", "H", "C", "H", "H", "H", "H", "S", "H", "C", "C", "H", "C", "C", "H", "C", "Bi", "H", "H", "C", "C", "H", "H", "H", "H", "C", "H", "C", "H", "C", "C", "C", "C", "H", "C", "H", "H", "H", "H", "H", "H", "C", "C", "H", "H", "C", "H", "H", "C", "H", "N", "C", "H", "H", "H", "H", "H", "C", "H", "H", "C", "H", "C", "H", "C", "H", "H", "P", "H", "H", "H", "C", "H"], "positions_angstrom": [[-3.1721, -2.5062, 0.6356], [2.0817, 2.4664, 1.0892], [1.7462, 4.6576, 0.1319], [2.3106, -2.8121, 2.3588], [1.6295, -3.5935, 1.9917], [-2.0275, 2.7359, 3.7142], [4.2151, 1.3460, 0.7316], [3.4538, 0.8629, 2.2737], [-1.4109, 1.1434, 4.2426], [0.5075, -0.6661, 4.1616], [-0.5425, -4.9120, 0.6896], [0.0587, -4.6291, -0.1851], [-2.8048, -1.3654, 3.1326], [2.9536, -4.7548, -0.4564], [0.1139, 1.4384, -3.6437], [-3.4782, -1.6227, 0.0585], [2.6387, -3.4935, -1.6919], [-2.4159, 3.2744, 1.0323], [0.2817, -0.5250, -0.9375], [-3.5966, 0.3779, -1.7981], [2.2382, -2.2435, -4.0034], [-3.0559, 0.9246, 0.1988], [1.4524, 3.0159, 2.7361], [0.6366, -5.4980, -0.5321], [3.5268, -0.7072, -3.0356], [-4.2812, 1.9152, -1.2462], [-2.9918, -1.6700, -0.9309], [-2.5444, 1.1113, 2.4371], [-0.8467, 0.0500, -4.9975], [0.8269, -0.3851, 2.6225], [-3.8294, -1.6161, 3.4635], [2.7293, -3.6918, -0.6158], [-3.1267, -0.3758, 0.7727], [3.6819, 1.7157, 1.6174], [0.4449, -1.6675, -3.0191], [-2.3703, -2.2756, 2.6890], [-3.3844, 1.2745, -1.1996], [0.7147, 2.2311, -1.6663], [0.8200, 1.4953, -4.4903], [-1.9122, 0.7324, -3.7683], [-2.1233, 3.4978, -0.0008], [3.5448, -3.0733, -0.2172], [3.3734, 4.5572, 0.9036], [1.6412, -1.3225, -3.8803], [0.8488, 1.3560, -2.3169], [0.4264, 3.3913, 2.6035], [-4.5673, -1.6921, -0.1041], [2.6316, 4.0253, 0.2942], [-3.1290, 1.5580, 4.4418], [4.3062, 2.4466, 2.1558], [-2.6516, 1.8306, 1.2153], [-2.5647, 1.8297, -1.6834], [1.1103, -0.1656, 1.4755], [-2.2594, 1.6649, 3.7718], [2.7653, 0.8284, -1.3937], [-1.7029, -1.4759, -2.8771], [1.3179, -1.0516, -4.9010], [0.3906, -2.7179, -2.6903], [2.0874, 3.8089, 3.1612], [-0.7798, -0.9258, -3.0861], [2.1168, -4.5762, 2.0799], [0.7348, -3.5618, 2.6273], [-0.9039, 0.3147, -3.9247], [3.0626, 3.7674, -0.6851], [-2.8124, -0.2590, 2.1591], [1.4196, 2.1501, 3.4182], [2.0379, 0.5612, -2.1707], [-0.4410, 2.3983, -3.6626], [-0.6199, -4.2932, -0.9836], [1.1806, -3.2384, 0.2454], [-2.2071, -1.1130, 4.0212], [-1.6243, 3.6265, 1.7021], [-3.3138, 3.8685, 1.2496], [2.5856, -0.2229, -3.3382], [2.8477, 0.4499, -4.1729]]}


Entry 3:
{"formula": "HN4O3", "method": "ωB97M-V/def2-TZVPD", "total_charge": -1, "molar_mass_g_mol": 105.03, "orbital_gap_ha": [0.2986, 0.2985], "smiles": "O=NNN=[N+]([O-])[O-]", "e_lumo_ev": [4.6, 4.6], "homo_energy_ev": [-3.6, -3.6], "de_lowest_ev": 0.454, "elements": ["O", "N", "N", "N", "O", "O", "N", "H"], "positions_angstrom": [[-2.8654, 0.1117, -0.0806], [-0.7131, 0.0669, 0.0809], [0.4862, 0.7093, 0.0438], [-1.8989, 0.8187, -0.1454], [1.4531, -1.2848, -0.0609], [2.6333, 0.5206, -0.1320], [1.5447, -0.0639, -0.0301], [-0.6399, -0.8785, 0.3244]]}


Entry 4:
{"formula": "C6H13O3Si", "method": "ωB97M-V/def2-TZVPD", "total_charge": -1, "molar_mass_g_mol": 161.25, "orbital_gap_ha": 0.1808, "e_lumo_ev": 3.5, "homo_energy_ev": -1.4, "de_lowest_ev": 2.478, "elements": ["C", "H", "H", "C", "C", "Si", "H", "H", "H", "H", "H", "H", "O", "H", "C", "C", "H", "C", "H", "O", "O", "H", "H"], "positions_angstrom": [[-0.6297, -2.2119, 1.1668], [-1.3326, -1.7385, 1.8239], [3.1401, -0.2766, -1.5905], [0.7146, 1.1334, 1.3998], [-0.0880, 1.2442, -1.4224], [0.7573, 0.0250, -0.2283], [3.3271, -0.2927, 0.1930], [-1.0014, -3.1546, 0.8109], [-0.2314, 1.5303, 1.8569], [0.2815, -2.2716, 1.7554], [-0.7438, 0.6997, -2.0598], [0.5302, 1.7909, -2.1190], [-2.5872, 1.3661, 0.8716], [-0.5472, 1.9728, -0.8406], [2.7286, -0.0143, -0.6448], [-2.8023, 0.7848, -0.0739], [2.8216, 1.1066, -0.6176], [-0.4889, -1.3194, -0.0373], [1.3106, 0.7568, 2.1990], [-1.0795, -2.0012, -1.2597], [-3.3550, 0.2887, -0.9542], [-1.9728, -1.5381, -1.2794], [1.2481, 2.1198, 1.0501]]}